w:
ORCA calculation (ωB97M-V/def2-TZVPD) on 2 unconnected molecules or ions with the total composition C11H15N.

LUMO level (spin up / spin down)   3.58 / 3.50 eV
Total charge   -1
Expectation value of S²   0.782
Gap between HOMO and LUMO (spin up / spin down)   3.02 / 6.23 eV
Spin multiplicity   2

Element x y z (Å)
C -2.631 0.804 -2.957
C -2.589 2.266 -2.513
H -3.408 0.319 -2.460
H -2.922 0.770 -3.983
H -1.683 0.294 -2.857
H -3.494 2.860 -2.674
H -1.672 2.726 -2.923
H -2.436 2.269 -1.374
C 0.984 -2.586 -1.132
C -0.917 -1.778 0.157
C 0.425 -1.660 -0.304
C -0.002 0.210 1.034
C 1.020 -0.488 0.374
C 0.180 1.139 1.980
C 2.347 0.159 0.463
C 1.464 1.393 2.376
C 2.591 0.904 1.570
N -1.237 -0.536 0.772
H -1.545 -2.680 0.090
H -2.113 -0.054 1.102
H 1.969 -2.864 -1.076
H 0.732 -2.362 -2.226
H -0.707 1.611 2.501
H 3.108 -0.429 -0.177
H 1.678 1.895 3.399
H 3.473 0.776 2.116
H 0.449 -3.551 -1.154



x:
ORCA calculation (ωB97M-V/def2-TZVPD) on 2 unconnected molecules or ions with the total composition C11H15N.

LUMO level (spin up / spin down)   3.33 / 3.31 eV
Total charge   -1
Expectation value of S²   0.767
Gap between HOMO and LUMO (spin up / spin down)   2.49 / 6.14 eV
Spin multiplicity   2

Element x y z (Å)
C -3.573 -1.641 -2.869
C -2.728 -1.345 -1.629
H -3.775 -0.693 -3.380
H -3.236 -2.471 -3.481
H -4.508 -1.990 -2.389
H -3.182 -0.769 -0.836
H -1.814 -0.768 -1.828
H -2.295 -2.299 -1.309
C 2.151 2.125 -1.203
C 0.468 0.450 1.671
C 1.508 0.470 0.707
C 1.264 1.645 -0.097
C 0.160 2.248 0.387
C 1.434 -1.409 2.801
C 0.341 -0.499 2.720
C 2.485 -1.373 1.883
C 2.586 -0.403 0.876
N -0.403 1.540 1.432
H 1.487 -2.213 3.529
H -0.559 -0.270 3.279
H 3.370 -1.947 2.088
H 3.465 -0.425 0.240
H -1.109 1.968 1.988
H -0.463 3.038 -0.010
H 3.147 1.716 -1.085
H 2.140 3.219 -1.291
H 1.642 2.095 -2.196



The data favor x; the next most stable structure lies 35.3 kcal/mol above it.



w:
ORCA calculation (ωB97M-V/def2-TZVPD) on C3H9ClO2Si in the gas phase.

SMILES string   CO[Si](C)(Cl)OC
LUMO level   0.82 eV
Gap between HOMO and LUMO   11.60 eV

Element x y z (Å)
Cl -2.174 -1.195 -0.717
O 0.075 0.605 -1.229
O -0.469 0.104 1.445
C -0.944 1.488 -1.539
C 0.684 0.783 1.882
C 0.784 -2.052 -0.237
Si -0.338 -0.548 -0.103
H -1.687 0.971 -2.198
H -0.510 2.363 -2.034
H -1.435 1.756 -0.588
H 1.265 1.130 1.031
H 0.450 1.620 2.512
H 1.289 0.081 2.459
H 1.811 -1.754 -0.081
H 0.647 -2.613 -1.156
H 0.551 -2.739 0.555



x:
ORCA calculation (ωB97M-V/def2-TZVPD) on C3H9ClO2Si in the gas phase.

SMILES string   CO[Si](C)(Cl)OC
LUMO level   0.77 eV
Gap between HOMO and LUMO   11.29 eV

Element x y z (Å)
Cl 1.438 1.279 -1.896
O 0.645 0.478 1.043
O -1.267 0.213 -0.878
C 0.857 1.820 1.294
C -2.168 -0.622 -0.227
C 1.069 -1.592 -0.657
Si 0.360 0.085 -0.578
H 1.062 2.009 2.363
H -0.008 2.505 1.062
H 1.738 2.189 0.746
H -1.701 -1.384 0.504
H -2.542 -1.279 -1.070
H -2.938 -0.012 0.259
H 0.922 -1.903 -1.654
H 0.428 -2.161 0.066
H 2.104 -1.626 -0.377



The data favor w; the next most stable structure lies 5.7 kcal/mol above it.



w:
ORCA calculation (ωB97M-V/def2-TZVPD) on C3H6N2S in the gas phase.

LUMO level (spin up / spin down)   0.30 / 0.30 eV
Gap between HOMO and LUMO (spin up / spin down)   7.40 / 7.40 eV

Element x y z (Å)
C -0.784 0.021 -0.080
C 1.325 -1.124 -0.029
C -2.019 0.649 -0.233
N -0.142 -1.001 -0.047
N 1.902 0.140 0.516
S 1.373 1.593 -0.083
H 1.672 -1.896 0.480
H 1.486 -1.143 -1.114
H -2.510 1.007 0.620
H -2.694 -0.006 -0.736
H -1.866 1.554 -0.824
H 2.258 0.205 1.530



x:
ORCA calculation (ωB97M-V/def2-TZVPD) on C3H6N2S in the gas phase.

SMILES string   C=CS/C=N/N
LUMO level   0.94 eV
Gap between HOMO and LUMO   8.90 eV

Element x y z (Å)
C 0.851 -1.182 0.070
C -1.523 0.226 -0.356
C -2.731 0.571 0.019
H 3.389 -0.365 0.065
H 2.751 1.184 0.046
H 1.408 -2.079 0.490
H -0.733 1.013 -0.251
H -3.523 -0.022 0.563
H -2.739 1.767 -0.026
N 2.587 0.299 -0.196
N 1.190 0.036 -0.183
S -0.927 -1.447 -0.240



y:
ORCA calculation (ωB97M-V/def2-TZVPD) on C3H6N2S in the gas phase.

SMILES string   S[C@H]1C=NNC1
LUMO level   0.90 eV
Gap between HOMO and LUMO   9.64 eV

Element x y z (Å)
C 0.662 0.062 0.606
C -0.360 -1.039 0.175
C -0.162 1.275 0.281
H 1.858 0.447 -1.437
H 0.986 -0.019 1.634
H 0.038 -1.648 -0.638
H -0.696 -1.712 0.942
H -1.882 -0.597 -1.190
H 0.073 2.322 0.472
N -1.549 -0.281 -0.302
N -1.275 1.063 -0.302
S 2.307 0.127 -0.242



The data favor y; the next most stable structure lies 39.3 kcal/mol above it.



w:
ORCA calculation (ωB97M-V/def2-TZVPD) on C3H6N2S in the gas phase.

SMILES string   C=CS/C=N/N
LUMO level   0.86 eV
Gap between HOMO and LUMO   8.79 eV

Element x y z (Å)
C 0.971 0.585 0.546
C -1.098 -0.979 -0.440
C -2.188 -1.700 -0.344
H 2.321 2.400 -0.379
H 1.795 2.190 -1.982
H 1.640 0.787 1.511
H -0.711 -0.292 -1.382
H -2.793 -2.079 0.527
H -2.780 -1.830 -1.364
N 2.084 1.696 -1.062
N 0.960 1.001 -0.685
S -0.431 -0.468 1.045



x:
ORCA calculation (ωB97M-V/def2-TZVPD) on C3H6N2S in the gas phase.

SMILES string   NC(N)=CC=S
LUMO level   0.46 eV
Gap between HOMO and LUMO   8.09 eV

Element x y z (Å)
C 0.325 0.374 0.085
C -0.336 -0.790 0.499
C -1.203 -1.434 -0.412
H 0.486 2.036 -1.069
H -0.832 0.834 -1.611
H 2.077 1.561 0.960
H 1.344 0.230 1.881
H 0.111 -1.357 1.404
H -1.703 -2.271 0.240
N -0.079 1.215 -0.935
N 1.196 0.758 0.993
S -1.386 -1.156 -2.036



The data favor x; the next most stable structure lies 34.6 kcal/mol above it.



w:
ORCA calculation (ωB97M-V/def2-TZVPD) on C3H6N2S in the gas phase.

SMILES string   NC(=S)N1CC1
LUMO level   0.80 eV
Gap between HOMO and LUMO   8.91 eV

Element x y z (Å)
C -1.161 0.138 -0.290
C 0.850 -1.428 -0.157
C 1.245 0.064 0.350
H -0.510 2.081 -0.337
H -2.129 1.824 0.384
H 0.681 -2.077 0.683
H 1.360 -1.721 -1.029
H 2.184 0.439 -0.336
H 1.069 0.383 1.361
N -1.228 1.515 -0.137
N 0.055 -0.245 -0.519
S -2.416 -0.972 0.028



x:
ORCA calculation (ωB97M-V/def2-TZVPD) on C3H6N2S in the gas phase.

SMILES string   CN/N=C\C=S
LUMO level   -0.87 eV
Gap between HOMO and LUMO   7.94 eV

Element x y z (Å)
C -2.148 -0.188 0.061
C 1.252 0.900 -0.038
C 2.190 -0.234 -0.066
H -2.683 -1.069 -0.292
H -2.366 -0.134 1.158
H -2.551 0.682 -0.443
H -0.237 -1.073 0.058
H 1.732 1.879 0.085
H 1.741 -1.219 -0.161
N -0.720 -0.298 -0.231
N -0.015 0.848 -0.114
S 3.805 -0.093 -0.017



The data favor x; the next most stable structure lies 4.2 kcal/mol above it.



w:
ORCA calculation (ωB97M-V/def2-TZVPD) on C3H6N2S in the gas phase.

SMILES string   S/N=C\N1CC1
LUMO level   0.82 eV
Gap between HOMO and LUMO   9.89 eV

Element x y z (Å)
C 0.188 1.318 0.001
C 1.531 -0.660 0.737
C 1.542 -0.654 -0.742
H -2.883 -0.271 -0.008
H 0.348 2.393 0.014
H 0.666 -1.052 1.263
H 2.458 -0.732 1.316
H 0.666 -1.068 -1.248
H 2.479 -0.770 -1.284
N -1.046 1.013 -0.007
N 1.411 0.589 0.000
S -1.616 -0.609 0.002



x:
ORCA calculation (ωB97M-V/def2-TZVPD) on C3H6N2S in the gas phase.

LUMO level   0.75 eV
Gap between HOMO and LUMO   8.96 eV

Element x y z (Å)
C 1.504 0.163 0.171
C 0.634 1.277 -0.217
C -0.148 -1.375 -0.272
N 1.157 -1.047 0.130
N -2.071 0.033 0.799
S -1.258 0.108 -0.520
H 2.505 0.370 0.538
H 0.495 2.050 0.525
H 0.792 1.663 -1.214
H -0.114 -1.925 -1.217
H -0.636 -1.981 0.493
H -2.861 0.663 0.783



The data favor w; the next most stable structure lies 11.6 kcal/mol above it.